(1)
# C5H9NO2

A structure of composition C5H9NO2 (wB97M-V/def2-TZVPD, OMol25).

Element x y z (Å)
C1 0.31195 1.71666 1.11268
C2 -0.16291 0.26497 1.01421
C3 -0.00845 -0.32052 -0.38566
C4 -0.68891 0.33962 -1.50889
N1 -1.70128 0.45106 -2.14810
C5 0.57878 -0.61092 1.99501
O1 1.11350 -1.66205 1.71168
H1 -0.25255 2.34530 0.41214
H2 0.17949 2.09708 2.13437
H3 1.37788 1.80209 0.85726
H4 -1.22649 0.21160 1.30290
H5 1.05955 -0.30289 -0.66275
H6 -0.38455 -1.35546 -0.33693
H7 0.72927 -0.16044 3.00135
O2 -0.09482 -1.60587 -2.99422
H8 0.35845 -2.13719 -2.32102
H9 -1.18890 -1.07302 -3.18401

E_LUMO ... 0.357 eV
M ... 115.13 g mol⁻¹
Energy relative to the best compared isomer or geometry (same formula, charge and spin) ... 3.738 eV
Maximum force ... 6.394 eV/A
Spin multiplicity ... 1
Gap between HOMO and LUMO ... 10.68 eV
E ... -10912.8378 eV

Atom charges from the natural (NBO) analysis, given in e for atoms 1 to 2: -0.609 -0.323


(2)
# C3H5FS2

The molecule C3H5FS2 (wB97M-V/def2-TZVPD, OMol25).

Element x y z (Å)
F1 1.57108 0.62693 -0.91174
C1 1.28122 -0.57313 -0.22139
C2 0.13700 -0.39373 0.72497
C3 -1.14000 0.22751 0.01104
S1 -2.23767 -0.86261 -0.50141
S2 -1.14699 1.97380 -0.09929
H1 2.16028 -0.90300 0.34533
H2 1.09029 -1.35063 -1.02330
H3 0.58539 0.51850 1.35629
H4 -0.09155 -1.34054 1.17049
H5 -2.20906 2.07689 -0.85098

E_LUMO ... -0.291 eV
M ... 124.21 g mol⁻¹
Energy relative to the best compared isomer or geometry (same formula, charge and spin) ... 0.535 eV
Maximum force ... 4.734 eV/A
Spin multiplicity ... 1
Gap between HOMO and LUMO ... 8.51 eV
E ... -27578.9486 eV
SMILES ... FCCC(=S)S

Atom charges from the natural (NBO) analysis, given in e for atoms 1 to 2: -0.374 0.053


(3)
# C5H8O

A cluster of 2 separate species, C5H8O in total (wB97M-V/def2-TZVPD, OMol25).

Element x y z (Å)
C1 1.46651 1.25038 1.08685
C2 0.09429 -1.39263 0.29389
O1 0.29416 -1.87345 1.32468
C3 -0.15109 -0.73723 -0.86166
C4 -1.64860 -0.64385 -1.30977
C5 -1.16153 0.49325 -0.54274
H1 1.83187 0.24801 1.35273
H2 2.28602 1.77580 0.60083
H3 1.22166 1.74321 2.03213
H4 0.65886 -0.56937 -1.56567
H5 -2.36819 -1.37622 -0.93351
H6 -1.64464 -0.57596 -2.40104
H7 0.61204 1.26402 0.41545
H8 -1.49136 0.39403 0.50784

E_LUMO ... 0.241 eV
M ... 84.12 g mol⁻¹
Energy relative to the best compared isomer or geometry (same formula, charge and spin) ... 4.704 eV
Maximum force ... 1.268 eV/A
Spin multiplicity ... 1
Gap between HOMO and LUMO ... 7.97 eV
E ... -7357.5514 eV

Atom charges from the natural (NBO) analysis, given in e for atoms 1 to 2: -0.877 0.836


(4)
# C20H17CuN5O3S

A structure of composition C20H17CuN5O3S (wB97M-V/def2-TZVPD, OMol25).

Element x y z (Å)
Cu1 0.68829 0.56792 0.46820
O1 -2.35529 -2.55487 -2.83293
C1 -1.78701 -1.67197 -3.65165
C2 -1.95536 -1.90881 -5.05937
C3 -1.33809 -1.04551 -5.95632
C4 -0.47862 -0.06326 -5.52600
C5 -0.28162 0.20144 -4.15700
C6 -0.90183 -0.64322 -3.24453
C7 -0.53035 -0.46318 -1.82733
O2 0.29485 0.47190 -1.50543
N1 -1.12561 -1.35644 -0.95506
N2 -0.65001 -1.15180 0.29131
C8 -1.16641 -1.80102 1.29318
C9 -0.77870 -1.58421 2.63987
C10 -1.56195 -2.22557 3.65036
C11 -1.36986 -2.00424 4.98322
C12 -0.30077 -1.24254 5.41752
C13 0.51610 -0.57958 4.51451
C14 0.21903 -0.61427 3.11480
O3 0.95093 0.16296 2.35090
H1 -2.17039 -2.21230 -1.86033
H2 -2.61709 -2.68586 -5.38226
H3 -1.67792 -1.19776 -7.01470
H4 0.03321 0.56708 -6.27316
H5 0.32193 1.07540 -3.84626
H6 -1.90257 -2.60149 1.09645
H7 -2.38220 -2.86488 3.33867
H8 -2.04582 -2.58615 5.69676
H9 -0.12573 -1.05531 6.49364
H10 1.34987 0.04835 4.79266
N3 -0.86923 4.33384 0.58313
C15 -1.24070 3.86537 1.81608
C16 -0.76028 2.61266 1.94446
N4 -0.12625 2.27289 0.82642
C17 -0.21124 3.26904 -0.02263
H11 -0.94612 5.23317 0.18421
H12 -1.73835 4.41010 2.59026
H13 -0.83381 1.97960 2.83839
H14 0.26148 3.25672 -0.98444
S1 5.26393 0.39185 0.76368
C18 4.81128 0.30091 -0.84984
C19 3.43631 0.09120 -0.95386
N5 2.76896 0.07798 0.20618
C20 3.59809 0.25082 1.22643
H15 5.56813 0.47858 -1.62780
H16 2.88215 -0.04291 -1.87908
H17 3.26466 0.23738 2.28869

E_LUMO (alpha / beta) ... 0.332 / -0.050 eV
M ... 471.00 g mol⁻¹
Energy relative to the best compared isomer or geometry (same formula, charge and spin) ... 0.000 eV
Maximum force ... 2.886 eV/A
Spin multiplicity ... 2
Gap between HOMO and LUMO (alpha / beta) ... 7.32 / 6.91 eV
E ... -90083.4185 eV

Atom charges from the natural (NBO) analysis, given in e for atoms 1 to 2: 1.468 -0.690